[1]
{
  "formula": "C2H8O2S2Si",
  "method": "wB97M-V/def2-TZVPD",
  "species": ["C", "C", "O", "O", "Si", "S", "S", "H", "H", "H", "H", "H", "H", "H", "H"],
  "xyz": [[-2.476248, -0.306497, 0.442721], [1.442497, 1.285530, -1.367470], [-1.094660, -0.130622, 0.434737], [0.981119, -0.061610, -1.272088], [0.418980, -0.579960, 0.134739], [0.753823, -2.712887, 0.055308], [1.411493, 0.340101, 1.745586], [-3.028297, 0.263522, 1.237298], [-2.473182, -1.350452, 0.710714], [-3.019540, -0.258630, -0.528382], [2.063075, 1.465301, -0.444922], [0.637817, 1.967133, -1.454496], [2.057032, 1.380524, -2.199560], [0.739338, -2.751401, 1.438135], [1.586751, 1.449947, 1.067681]],
  "forces_ev_per_angstrom": [[-0.7, -1.4, 0.3], [0.6, -1.0, 2.0], [-0.2, 2.0, -0.8], [0.2, 0.4, -1.1], [-1.3, 0.3, 2.0], [0.5, -2.4, 0.6], [0.3, -0.7, 1.0], [0.9, -0.2, -0.8], [-1.3, -0.7, 0.4], [0.8, 0.5, 0.4], [-0.4, 0.5, -1.3], [-0.9, 0.8, 0.2], [1.1, 0.0, -1.6], [0.0, -0.1, -1.3], [0.6, 2.0, 0.1]],
  "lowdin_spin": [0.02, 0.02, 0.10, 0.01, 0.30, 0.90, 0.47, 0.00, 0.01, 0.00, 0.02, 0.00, 0.00, 0.05, 0.09],
  "charge": 0,
  "lumo_energy_ev": [0.5, -4.5],
  "gap_ev": [3.72, 4.74],
  "relative_energy_kj_mol": 78.79,
  "s_squared": 2.01,
  "spin_multiplicity": 3,
  "e_homo_ev": [-3.19, -9.21]
}

---

[2]
{
  "formula": "C2H8O3P",
  "method": "wB97M-V/def2-TZVPD",
  "species": ["O", "C", "O", "P", "H", "H", "H", "H", "C", "O", "H", "H", "H", "H"],
  "xyz": [[-2.267807, 1.535965, -1.302196], [-2.179382, 0.702608, -0.375597], [-2.844335, -0.344261, -0.240957], [-0.953998, 1.037209, 1.053261], [0.109885, 1.302702, 0.150935], [-1.130825, -0.284953, 1.567087], [-1.823861, 2.101816, 1.502336], [-0.072121, 1.378058, 2.200757], [1.948513, -1.269405, -1.115443], [1.391643, -0.663649, 0.042899], [1.755201, -0.610117, -1.957523], [3.030577, -1.402138, -1.005455], [1.480518, -2.238574, -1.309190], [1.555993, -1.245262, 0.789084]],
  "forces_ev_per_angstrom": [[0.5, 0.5, 0.1], [-0.4, -0.4, -0.4], [-0.2, -0.5, 0.3], [-0.5, 0.4, -0.4], [0.0, 0.5, 0.1], [0.0, -0.1, 0.1], [0.2, 0.0, 0.0], [0.2, -0.2, 0.1], [-0.1, 0.0, 0.3], [0.4, -0.2, -0.2], [0.0, 0.0, 0.0], [0.0, 0.0, -0.1], [0.0, 0.0, -0.1], [-0.1, 0.0, 0.1]],
  "nbo_charge": [-0.80, 0.46, -0.80, 0.53, -0.03, -0.06, -0.06, -0.24, -0.24, -0.71, 0.19, 0.14, 0.16, 0.46],
  "charge": -1,
  "lumo_energy_ev": 3.3,
  "gap_ev": 5.75,
  "e_homo_ev": -2.47
}

---

[3]
{
  "formula": "C2H8O4",
  "method": "wB97M-V/def2-TZVPD",
  "species": ["C", "C", "O", "O", "H", "H", "H", "H", "O", "H", "H", "O", "H", "H"],
  "xyz": [[-0.389035, -2.958046, 0.471638], [0.025682, -1.532986, 0.527721], [1.152044, -1.113748, 0.530604], [-1.050847, -0.710801, 0.487747], [-1.472371, -3.113898, 0.503056], [0.054543, -3.547404, 1.269181], [-0.279853, -3.399941, -0.523416], [-0.723717, 0.159122, 0.202088], [-0.931925, 2.510468, -0.207758], [-0.959132, 3.230411, 0.428549], [-0.739087, 2.936774, -1.045307], [1.437832, 2.684642, -1.049514], [2.349583, 3.002659, -1.029356], [1.526284, 1.852749, -0.565232]],
  "forces_ev_per_angstrom": [[-1.3, -1.1, -0.1], [-0.6, 0.5, -0.5], [0.2, -0.1, 0.0], [0.4, -0.1, -0.4], [0.0, 0.6, 0.7], [0.3, -0.1, -0.3], [1.1, 0.2, 0.1], [-0.2, 0.3, 0.4], [-0.8, -0.3, 0.3], [0.0, -0.1, 0.0], [0.3, 0.0, -0.1], [1.1, -0.1, 0.0], [-0.1, 0.2, -0.3], [-0.4, 0.0, 0.0]],
  "nbo_charge": [-0.74, 0.79, -0.60, -0.69, 0.24, 0.24, 0.25, 0.51, -0.96, 0.47, 0.49, -0.95, 0.47, 0.48],
  "charge": 0,
  "lumo_energy_ev": 0.7,
  "gap_ev": 11.19,
  "relative_energy_kj_mol": 66.88,
  "e_homo_ev": -10.54
}